# C7H21BF4OP2Sc

A structure of composition C7H21BF4OP2Sc in a non-equilibrium geometry (ωB97M-V with the def2-TZVPD basis set, OMol25).

Computed properties:
energy relative to the best compared isomer or geometry (same formula, charge and spin): 14.7 kcal/mol
net charge: +1
multiplicity: 1
HOMO energy (alpha / beta): -0.37802 / -0.38032 hartree
Kohn-Sham gap (alpha / beta): 0.235 / 0.229 Eh

CARTESIAN COORDINATES (ANGSTROEM)
Sc 0.859 0.000 0.280
H -4.119 -0.412 0.567
H -4.122 0.322 0.612
P 0.145 -2.381 -0.449
P 0.082 2.523 -0.721
C 1.574 3.328 -0.182
H 1.446 4.378 -0.491
H 1.676 3.313 0.916
H 2.491 2.950 -0.651
C -0.295 3.026 -2.383
H -1.316 2.700 -2.620
H -0.222 4.120 -2.424
H 0.422 2.574 -3.080
C -1.231 3.065 0.345
H -1.054 2.773 1.390
H -1.217 4.164 0.285
H -2.199 2.694 -0.018
C -0.059 -2.858 -2.214
H -0.051 -3.962 -2.287
H -1.027 -2.482 -2.583
H 0.761 -2.453 -2.829
C 1.477 -3.527 0.080
H 1.494 -3.603 1.180
H 1.226 -4.518 -0.342
H 2.464 -3.202 -0.289
C -1.321 -3.228 0.266
H -2.233 -2.809 -0.199
H -1.212 -4.308 0.048
H -1.313 -3.077 1.358
C 2.947 -0.118 -0.165
O 4.118 -0.105 -0.172
H 0.086 1.023 -1.056
F 0.627 0.274 2.161
B -0.163 -0.032 3.788
F 0.546 -1.124 4.142
F 0.166 1.176 4.322
F -1.451 -0.205 3.415

Atoms 1-3, force components in eV/Å:
Sc -0.33 0.31 0.61
H 0.01 -0.21 -0.02
H 0.00 0.21 0.02

Here are the natural (NBO) charges for atoms 1 to 8, given in e: atom 1 (Sc): 1.190, atom 2 (H): 0.008, atom 3 (H): -0.007, atom 4 (P): 0.723, atom 5 (P): 1.233, atom 6 (C): -0.984, atom 7 (H): 0.262, atom 8 (H): 0.285

***

# C5H13NO2S

A cluster of 2 separate species, C5H13NO2S in total in a non-equilibrium geometry (ωB97M-V with the def2-TZVPD basis set, OMol25).

Computed properties:
energy relative to the best compared isomer or geometry (same formula, charge and spin): 67.4 kcal/mol
net charge: 0
SMILES string: CCC(=O)NCCS.O
multiplicity: 1
HOMO energy: -0.33452 hartree
Kohn-Sham gap: 0.358 Eh

CARTESIAN COORDINATES (ANGSTROEM)
C 0.481 -0.431 -2.591
C -0.385 -0.278 -1.327
C 0.247 -1.132 -0.233
O 0.604 -2.264 -0.457
N 0.282 -0.598 1.092
C -0.101 0.774 1.323
C -1.616 0.996 1.677
S -2.674 -0.510 1.492
H -0.199 0.044 -3.387
H 1.302 0.197 -2.510
H 0.827 -1.412 -2.804
H -1.398 -0.655 -1.431
H -0.256 0.883 -1.113
H 0.731 -1.126 1.855
H 0.182 1.464 0.388
H 0.551 1.481 2.177
H -2.043 1.625 0.834
H -1.538 1.594 2.608
H -1.750 -1.355 1.903
O 2.192 0.523 0.277
H 2.246 0.350 -0.601
H 2.317 -0.170 0.826

Atoms 1-3, force components in eV/Å:
C -3.49 0.85 -0.97
C 2.15 1.74 0.43
C -0.79 0.41 2.19

Here are the natural (NBO) charges for atoms 1 to 8, given in e: atom 1 (C): -0.593, atom 2 (C): -0.517, atom 3 (C): 0.710, atom 4 (O): -0.608, atom 5 (N): -0.699, atom 6 (C): -0.233, atom 7 (C): -0.559, atom 8 (S): -0.036

***

# C4H11KNO

A structure of composition C4H11KNO in a non-equilibrium geometry (ωB97M-V with the def2-TZVPD basis set, OMol25).

Computed properties:
net charge: 0
multiplicity: 2
HOMO energy (alpha / beta): -0.13211 / -0.36084 hartree
Kohn-Sham gap (alpha / beta): 0.139 / 0.375 Eh
expectation value of S²: 0.750

CARTESIAN COORDINATES (ANGSTROEM)
K 4.022 1.793 -0.344
C -1.055 1.234 -0.638
C 0.169 0.614 0.120
C 0.459 -0.796 -0.378
O -0.552 -1.810 -0.390
C -1.024 -2.223 0.947
N 1.183 1.539 -0.053
H -1.351 2.173 -0.170
H -1.914 0.564 -0.576
H -0.790 1.337 -1.690
H -0.062 0.524 1.181
H 1.299 -1.116 0.238
H 0.904 -0.888 -1.368
H -1.408 -1.322 1.425
H -0.220 -2.713 1.496
H -1.812 -2.975 0.891
H 1.240 1.647 -1.055
H 0.914 2.419 0.365

Atoms 1-3, force components in eV/Å:
K 0.13 -0.02 0.07
C -0.37 -1.42 0.95
C -4.45 -0.75 -0.44

Here are the natural (NBO) charges for atoms 1 to 8, given in e: atom 1 (K): 0.006, atom 2 (C): -0.626, atom 3 (C): -0.081, atom 4 (C): -0.075, atom 5 (O): -0.540, atom 6 (C): -0.258, atom 7 (N): -0.863, atom 8 (H): 0.203